No. 1
{
  "formula": "C22H16F6N9O5PtS2",
  "method": "the ωB97M-V functional and the def2-TZVPD basis",
  "gap_ha": 0.1268,
  "lumo_energy_ha": -0.5011,
  "total_charge": 3,
  "de_lowest_kcal_mol": 44.4,
  "homo_energy_ev": -17.09,
  "symbols": ["C", "F", "C", "N", "H", "H", "F", "O", "C", "C", "H", "S", "C", "Pt", "N", "H", "C", "C", "C", "C", "H", "H", "C", "F", "C", "H", "H", "O", "O", "O", "H", "O", "F", "F", "C", "S", "C", "H", "F", "C", "C", "N", "C", "H", "H", "H", "C", "N", "H", "C", "N", "C", "N", "C", "C", "N", "N", "H", "H", "N", "C"],
  "positions_angstrom": [[4.419, -0.973, 3.394], [-4.870, -6.438, -2.298], [-4.425, -5.887, -1.198], [-2.597, 2.448, 0.438], [0.811, 6.615, -3.274], [2.518, -2.934, 2.950], [-3.257, -6.398, -0.842], [-3.569, -3.573, -0.240], [2.448, 3.517, -0.366], [-2.344, 1.007, -1.211], [-1.430, 5.598, -3.169], [-1.942, -3.097, -2.974], [-2.630, 1.232, 0.900], [-2.503, -1.787, 0.014], [0.758, -1.822, 2.798], [-2.223, 0.592, -2.201], [2.123, -1.966, 3.272], [2.782, 0.189, 2.086], [-0.893, 4.021, -1.785], [-1.326, -1.773, 2.984], [2.041, -2.002, 4.360], [-2.794, 0.994, 1.937], [5.403, -0.026, 3.111], [0.612, -2.775, -2.345], [1.424, 4.066, -1.116], [1.788, 0.326, 1.685], [-2.316, -1.793, 3.410], [-2.205, -1.847, -2.207], [-1.685, -2.891, -4.345], [2.284, 2.397, 0.375], [2.665, 5.667, -1.927], [-5.231, -3.355, -2.021], [-5.293, -5.990, -0.221], [-0.528, -3.901, -0.887], [0.260, -1.726, 1.562], [-4.099, -4.062, -1.549], [3.784, 1.152, 1.774], [-2.952, 4.237, -1.284], [0.071, -4.843, -2.738], [1.677, 5.223, -1.914], [-2.303, 3.477, -1.724], [-1.058, -1.669, 1.644], [3.094, -0.876, 2.880], [5.845, 1.796, 2.063], [0.843, -1.709, 0.654], [-0.025, 2.609, -0.438], [5.107, 1.042, 2.302], [-2.916, -4.237, -2.585], [6.393, -0.135, 3.532], [-0.623, 5.162, -2.590], [-2.423, 2.299, -0.892], [-0.336, -3.719, -2.218], [-2.473, 0.306, -0.093], [0.645, 5.747, -2.651], [0.129, 3.476, -1.066], [3.733, 3.988, -0.242], [-0.240, -1.852, 3.700], [4.670, -1.812, 4.035], [-2.678, 3.261, -2.726], [4.362, 3.209, 0.541], [3.497, 2.216, 0.936]],
  "forces_ev_per_angstrom": [[0.0, 0.2, -0.2], [0.0, 0.0, 0.0], [0.3, 0.4, -0.1], [0.0, 0.2, 0.2], [0.0, 0.0, 0.0], [0.0, 0.0, 0.0], [-0.2, -0.1, 0.0], [0.8, -0.1, 1.1], [-1.6, 0.0, -0.6], [-0.1, 0.0, -0.1], [0.0, 0.0, 0.0], [0.3, -0.8, 0.6], [0.0, -0.1, -0.1], [0.3, 1.8, -0.9], [0.0, 0.2, -0.3], [0.0, 0.0, 0.0], [0.2, -0.2, 0.1], [-0.1, -0.3, 0.2], [0.1, -0.2, 0.2], [0.2, 0.1, 0.0], [0.0, 0.0, 0.0], [0.0, 0.0, 0.0], [0.1, 0.0, 0.1], [-0.2, -0.1, -0.1], [0.6, -0.3, 0.5], [0.0, 0.0, 0.0], [0.0, 0.0, 0.0], [-0.5, 0.6, 0.6], [0.0, 0.0, -0.3], [0.4, 0.2, 0.0], [0.0, 0.0, 0.0], [-0.3, -0.1, 0.0], [-0.1, 0.1, 0.0], [0.0, 0.0, -0.2], [0.1, 0.0, -0.2], [0.6, -0.3, -0.6], [-0.1, 0.7, -0.5], [-0.1, 0.0, 0.0], [-0.1, 0.0, -0.2], [0.0, 0.2, -0.1], [-0.1, 0.2, -0.1], [-1.5, -0.6, 0.0], [-0.3, 0.1, -0.1], [0.0, 0.0, 0.0], [0.0, -0.1, 0.0], [-0.1, 0.0, 0.0], [0.2, 0.0, 0.1], [-0.1, 0.2, -0.1], [0.0, 0.0, 0.0], [0.1, -0.1, 0.1], [0.0, -0.2, -0.1], [-0.2, 0.4, 0.3], [0.7, -1.4, 0.2], [0.1, 0.1, -0.1], [-0.3, 0.0, -0.1], [1.2, 0.0, 0.4], [-0.1, 0.0, 0.3], [0.0, 0.0, 0.0], [0.0, -0.1, 0.0], [0.3, 1.0, -0.6], [-0.5, -1.4, 0.8]]
}

No. 2
{
  "formula": "C22H16NO6S2",
  "method": "the ωB97M-V functional and the def2-TZVPD basis",
  "gap_ha": 0.2512,
  "lumo_energy_ha": 0.0813,
  "total_charge": -1,
  "homo_energy_ev": -4.62,
  "symbols": ["C", "C", "C", "H", "C", "C", "C", "C", "C", "C", "C", "C", "S", "H", "H", "H", "C", "H", "O", "H", "H", "H", "H", "C", "C", "O", "H", "H", "C", "C", "C", "S", "O", "C", "C", "H", "C", "O", "C", "H", "O", "H", "N", "C", "H", "H", "O"],
  "positions_angstrom": [[2.594, -1.800, 2.458], [-2.029, -0.666, 2.918], [2.026, -4.050, 3.141], [-1.311, 2.749, 3.635], [-0.713, 6.849, -2.822], [-4.062, -1.055, 4.152], [-0.345, 6.045, -0.192], [-0.372, 2.363, 3.965], [-3.162, -0.159, 3.560], [0.085, 1.194, 3.494], [2.000, -1.308, 3.619], [0.009, 7.361, -0.549], [1.809, 0.521, 3.794], [-2.427, -3.987, 3.411], [-0.827, 7.187, -3.853], [0.143, 8.775, -2.174], [-3.792, -2.430, 4.123], [-3.329, 0.919, 3.586], [2.634, 1.050, 2.726], [1.957, -5.113, 2.919], [0.124, 2.863, 4.800], [-4.469, -3.123, 4.616], [2.988, -3.543, 1.261], [-2.681, -2.922, 3.431], [1.670, -2.187, 4.658], [0.007, -0.497, 1.354], [3.051, -1.117, 1.742], [-1.523, 4.845, -3.155], [-1.871, -2.039, 2.715], [1.576, -3.559, 4.372], [-1.047, 3.838, -0.370], [-0.823, 0.403, 2.110], [-1.586, 2.866, -0.860], [-0.867, 5.160, -1.091], [-0.163, 7.762, -1.882], [1.471, -1.804, 5.658], [-0.176, 5.281, 1.111], [0.210, 5.846, 2.136], [-1.084, 5.551, -2.437], [0.415, 7.998, 0.243], [-1.566, 1.450, 1.466], [-1.111, -2.407, 2.039], [-0.540, 3.954, 0.924], [2.579, -3.175, 2.203], [1.154, -4.237, 5.115], [-4.969, -0.675, 4.632], [2.101, 0.837, 5.169]],
  "forces_ev_per_angstrom": [[-0.4, 0.0, -0.4], [-0.1, -0.3, -0.5], [-0.2, 0.3, 0.0], [-0.3, 0.3, -0.5], [0.2, 0.3, 0.6], [0.3, 0.1, -0.2], [0.4, 0.9, -0.2], [1.1, -1.5, 0.8], [0.1, -0.2, 0.3], [0.4, -0.9, -1.0], [0.0, 0.2, 0.3], [-0.2, -0.7, 0.2], [0.7, 0.4, -0.5], [-0.4, 0.3, -0.1], [-0.1, -0.2, 0.2], [-0.2, -0.5, 0.0], [0.2, 0.1, 0.0], [0.0, -0.3, 0.0], [-0.7, -0.2, 0.7], [0.0, 0.2, 0.1], [0.1, 0.0, -0.4], [0.1, 0.1, 0.0], [-0.1, 0.1, 0.3], [-0.2, 0.2, -0.3], [-0.6, 0.0, -0.4], [0.6, 0.3, 0.4], [-0.5, -0.1, 0.2], [0.3, 0.3, 0.3], [0.0, 0.1, 0.9], [0.4, 0.3, 0.0], [0.3, 0.2, 1.3], [-1.4, 0.9, -0.2], [0.0, -0.1, -0.5], [-0.2, 0.5, -1.8], [-0.1, -0.6, 0.3], [-0.3, 0.0, -0.3], [-0.3, -0.8, -0.1], [-0.1, -0.5, -0.2], [0.1, -0.1, 0.6], [-0.1, 0.0, -0.4], [0.2, -0.9, 0.7], [0.2, 0.1, 0.3], [0.0, 1.6, -0.4], [0.1, 0.2, 0.4], [0.3, 0.2, -0.1], [0.4, -0.2, -0.1], [-0.1, 0.0, 0.2]]
}

No. 3
{
  "formula": "C22H16PRhS4Sb",
  "method": "the ωB97M-V functional and the def2-TZVPD basis",
  "gap_ha": [0.2221, 0.2221],
  "lumo_energy_ha": [0.0584, 0.0584],
  "total_charge": -1,
  "homo_energy_ev": [-4.45, -4.45],
  "symbols": ["C", "P", "H", "H", "C", "C", "H", "H", "H", "H", "S", "H", "Rh", "H", "H", "C", "C", "C", "C", "C", "H", "S", "H", "C", "S", "H", "C", "C", "C", "C", "H", "C", "C", "C", "C", "S", "H", "Sb", "C", "C", "C", "C", "H", "H", "C"],
  "positions_angstrom": [[-1.541, 1.934, -2.668], [-0.288, -0.242, 0.441], [-1.711, 1.430, -4.760], [5.324, 0.682, 0.256], [2.115, 0.546, -0.818], [-1.266, 1.418, -1.383], [-0.512, -5.790, 1.608], [1.517, 0.771, -1.692], [-1.998, -4.218, 2.808], [4.250, -0.202, 2.307], [-3.180, 0.322, 1.386], [-2.189, 5.142, -1.773], [-1.310, 1.310, 1.564], [1.822, -0.589, 2.364], [-0.483, -1.795, -2.220], [-1.127, -0.264, -3.607], [-0.859, 0.068, -1.247], [-1.265, -2.492, 1.778], [-1.683, 3.567, -0.385], [-1.474, 1.048, -3.773], [-1.092, -0.928, -4.462], [0.478, 2.744, 2.584], [1.096, -4.934, -0.066], [-0.791, -0.763, -2.329], [-1.804, 2.546, 5.696], [-1.754, 4.217, 0.478], [1.514, 0.037, 0.329], [-1.311, -3.852, 2.057], [-1.376, 2.244, -0.226], [4.256, 0.498, 0.275], [-2.098, 3.710, -3.771], [-1.883, 3.303, -2.790], [2.291, -0.228, 1.455], [0.428, -4.252, 0.446], [-0.474, -4.730, 1.387], [0.256, -0.589, 4.555], [1.224, -2.521, -0.529], [-0.455, 1.515, 4.263], [-1.935, 4.092, -1.676], [3.656, -0.002, 1.424], [0.489, -2.896, 0.174], [3.485, 0.775, -0.843], [-1.912, -1.794, 2.296], [3.945, 1.175, -1.737], [-0.374, -2.013, 0.823]],
  "forces_ev_per_angstrom": [[0.0, 0.0, 0.0], [0.1, 0.1, 0.1], [0.0, 0.0, 0.0], [0.0, 0.0, 0.0], [0.0, 0.0, 0.0], [0.0, 0.1, -0.1], [0.0, 0.0, 0.0], [0.0, 0.0, 0.0], [0.0, 0.0, 0.0], [0.0, 0.0, 0.0], [-0.2, -0.1, 0.0], [0.0, 0.0, 0.0], [-0.5, -0.2, -0.5], [0.0, 0.0, 0.0], [0.0, 0.0, 0.0], [0.0, 0.0, 0.0], [0.0, 0.0, 0.0], [0.0, 0.0, 0.0], [0.0, 0.0, -0.1], [0.0, 0.0, 0.0], [0.0, 0.0, 0.0], [0.3, 0.3, -0.3], [0.0, 0.0, 0.0], [0.0, 0.0, 0.0], [-0.1, 0.1, 0.1], [0.0, 0.0, 0.0], [-0.1, 0.0, 0.0], [0.0, 0.0, 0.0], [0.4, -0.1, 0.4], [0.0, 0.0, 0.0], [0.0, 0.0, 0.0], [0.0, 0.0, 0.0], [0.0, 0.0, 0.0], [0.0, 0.0, 0.0], [0.0, 0.0, 0.0], [0.1, -0.1, 0.1], [0.0, 0.0, 0.0], [0.1, -0.1, 0.3], [0.0, 0.0, 0.1], [0.0, 0.0, 0.0], [0.0, 0.0, 0.0], [0.0, 0.0, 0.0], [0.0, 0.0, 0.0], [0.0, 0.0, 0.0], [-0.1, 0.1, 0.1]]
}